No. 1
27
Properties=species:S:1:pos:R:3:forces:R:3:nbo_charge:R:1 method="wB97M-V/def2-TZVPD" relative_energy_ev=0.596 homo_lumo_gap_ev=8.83 smiles=Cc1c[nH]c2ccccc12.CC lumo_ev=0.95
C -2.470591 3.192376 -1.644295 -0.9973 0.0334 -0.6551 -0.62
C -1.587285 4.373829 -1.990861 1.0022 0.7640 -0.3945 -0.62
H -3.363203 3.580436 -1.150107 0.0524 -0.4779 0.3669 0.21
H -2.836165 2.683140 -2.539344 -0.0839 0.2810 -0.1838 0.21
H -2.013217 2.362681 -1.106806 0.2385 0.4600 0.4631 0.22
H -1.229385 4.375633 -3.024048 0.1593 -0.4189 0.0954 0.21
H -0.717762 4.431951 -1.345447 0.3279 -0.1891 0.0556 0.20
H -1.994654 5.390573 -1.913354 -0.6838 -0.4732 0.2665 0.21
C 2.422572 -3.808319 0.697822 -0.1254 -1.2181 -0.2816 -0.63
C 1.104728 -1.588654 0.695169 -1.4109 -0.0504 -0.3869 -0.12
C 1.154506 -3.010478 0.614251 1.1963 -0.6967 0.6146 -0.08
C -0.263128 -1.252076 0.864132 1.2986 -0.9816 0.1483 0.21
C -0.111649 -3.512973 0.720020 -0.0840 1.3175 0.4518 -0.04
C 1.640859 0.723982 0.635483 -1.1422 1.1812 0.2868 -0.24
C 0.277068 1.068417 0.897813 1.0275 -1.0020 -0.2335 -0.21
C 2.046389 -0.577275 0.561528 0.6256 -0.2503 -0.0632 -0.19
C -0.650192 0.055616 1.043057 -1.0324 1.0160 0.1242 -0.27
N -0.969073 -2.433470 0.903528 -0.5099 0.6337 -0.0757 -0.55
H 2.316717 1.561707 0.530745 0.2885 -0.1912 -0.0782 0.21
H 0.003154 2.109869 0.965338 -0.1141 0.0236 0.1361 0.21
H 3.082893 -0.838779 0.376760 0.0058 0.1114 0.0562 0.21
H -1.677982 0.277570 1.324433 0.0492 0.0922 -0.2315 0.21
H 3.015082 -3.756687 1.618810 -0.5887 0.3500 0.2141 0.22
H 3.168350 -3.632883 -0.068240 -0.1273 0.3379 -0.5243 0.21
H -0.496745 -4.508799 0.840537 0.1615 -0.1802 -0.2210 0.22
H -1.976645 -2.408303 0.907161 0.1715 -0.5053 -0.0038 0.41
H 2.125359 -4.859081 0.585913 0.2952 0.0329 0.0537 0.21

No. 2
27
Properties=species:S:1:pos:R:3:forces:R:3:nbo_charge:R:1 method="wB97M-V/def2-TZVPD" relative_energy_ev=1.069 homo_lumo_gap_ev=8.76 smiles=Cc1c[nH]c2ccccc12.CC lumo_ev=0.92
C -2.946750 -2.051230 -0.905987 1.7760 0.8059 1.7023 -0.64
C -0.571192 0.619191 0.383579 -0.1208 -0.6386 1.9583 0.14
C -1.383779 -0.493272 0.686294 -1.4660 -0.6447 -1.5059 -0.10
C -1.999082 -0.894343 -0.564079 -0.5825 -0.0566 -0.7791 -0.06
C -1.521758 -0.065871 -1.522233 -0.0552 1.0950 0.0672 -0.05
C 0.177628 1.125651 1.470025 -1.2492 0.9265 -0.5584 -0.24
C 0.055843 0.491477 2.688975 0.9546 -0.1478 0.3483 -0.22
C -1.596206 -1.070677 1.937696 1.4103 0.6032 -0.4264 -0.19
C -0.722474 -0.637634 2.923866 -1.1813 -0.7704 -0.2390 -0.24
N -0.723030 0.918165 -0.940545 0.6899 -0.1027 0.4188 -0.54
H -0.437474 1.806561 -1.311991 0.0233 -0.2413 -0.3979 0.41
H 0.591790 2.125555 1.425070 0.5887 -0.2093 -0.0573 0.21
H -1.679934 -0.025257 -2.588966 -0.1939 -0.1128 0.0575 0.21
H 0.658525 0.839169 3.515119 0.0532 0.2407 0.0432 0.21
H -2.352929 -1.837600 2.014784 0.2273 -0.2156 0.3483 0.21
H -2.253450 -2.746272 -1.375302 -0.8838 -0.4367 -0.7079 0.23
H -3.830164 -1.685809 -1.409148 0.0527 -0.3453 -0.5679 0.23
H -0.687142 -1.210289 3.839183 0.0385 0.4507 0.3771 0.21
H -3.244706 -2.509844 0.032319 -0.2722 -0.1855 0.0359 0.21
C 2.878234 0.996769 -0.563405 -0.2317 -0.9311 0.5947 -0.62
C 3.212313 0.830071 -2.041410 1.1819 0.9140 0.0255 -0.62
H 3.403698 1.767203 -0.003638 -0.1064 0.5835 -0.5123 0.21
H 1.804699 1.075646 -0.441351 0.0403 0.3985 0.1570 0.21
H 3.138056 0.130477 0.052279 -0.0859 -0.3766 -0.3895 0.21
H 4.002240 0.096669 -2.206409 -0.3093 -0.3024 -0.0642 0.21
H 2.354234 0.652513 -2.682021 -0.0921 -0.3471 0.1287 0.21
H 3.672816 1.752978 -2.412704 -0.2063 0.0463 -0.0569 0.20

No. 3
27
Properties=species:S:1:pos:R:3:forces:R:3:nbo_charge:R:1 method="wB97M-V/def2-TZVPD" relative_energy_ev=1.107 homo_lumo_gap_ev=8.86 smiles=Cc1c[nH]c2ccccc12.CC lumo_ev=0.96
C -2.774251 -1.097781 1.644143 -0.5087 0.9517 0.6453 -0.63
C -0.009213 -0.563937 -0.814017 0.0033 -0.1503 0.7111 0.21
C -0.415394 -1.071346 0.474169 -1.5666 0.1708 -1.7981 -0.10
C -1.796112 -0.575625 0.647331 1.4957 -0.8835 0.9635 -0.09
C -2.003926 0.294456 -0.337710 -0.8667 1.2494 -1.3875 -0.03
C 1.606990 -2.264318 -0.879817 0.9843 -0.1336 -0.1594 -0.22
C 1.125209 -1.089154 -1.433690 -0.2328 -0.3397 0.3478 -0.26
C 1.134139 -2.848355 0.291200 -0.2668 0.8531 1.6064 -0.23
C 0.202594 -2.168758 1.083994 -0.6246 -0.3851 -1.7037 -0.20
N -1.010664 0.286497 -1.312321 0.9121 -0.6605 1.4917 -0.57
H 2.462265 -2.766455 -1.317028 -0.0426 0.1511 -0.3189 0.21
H 1.598083 -0.660420 -2.306718 -0.2053 -0.0490 -0.1561 0.22
H 1.575007 -3.752445 0.683811 0.1069 -0.1480 -0.2112 0.21
H -0.318194 -2.598592 1.931193 0.5065 -0.0985 0.2366 0.21
H -0.845315 1.053598 -1.941574 -0.0228 -0.1074 0.0015 0.41
H -2.825803 0.977688 -0.494396 -0.2796 -0.2925 0.0061 0.20
H -3.797019 -0.948997 1.290799 0.0586 0.0102 -0.0627 0.22
H -2.707011 -0.532416 2.585525 0.0340 -0.2814 -0.0386 0.22
H -2.688675 -2.156276 1.885141 0.3346 -0.0145 -0.1907 0.22
C 1.436150 2.676163 -0.976866 0.6601 0.6574 0.2169 -0.61
C 1.497181 2.989652 0.529983 -1.6764 -0.8101 0.1494 -0.62
H 2.477246 2.689309 -1.308591 -0.3590 0.0102 -0.7757 0.21
H 0.960155 1.737530 -1.217772 0.5526 -0.5893 0.5174 0.20
H 0.784142 3.342422 -1.553223 0.5520 0.5987 0.2426 0.20
H 2.288642 2.501638 1.089924 0.4586 0.0298 -0.3874 0.21
H 0.603620 2.507888 0.931084 -0.2095 0.2549 0.4271 0.20
H 1.440154 4.038033 0.825427 0.2022 0.0061 -0.3736 0.21

No. 4
27
Properties=species:S:1:pos:R:3:forces:R:3:lowdin_spin:R:1 method="wB97M-V/def2-TZVPD" relative_energy_ev=2.223 homo_lumo_gap_ev="6.91 / 7.46" multiplicity=3 lumo_ev="0.87 / -1.31"
C 1.442107 -2.202593 -1.527108 2.9402 -0.8747 1.7861 0.13
C 0.229989 -2.118573 -2.131582 -1.0140 0.2383 -1.8089 0.24
C 1.639701 -1.739493 -0.185005 -6.0961 0.3868 -1.9707 1.18
C 0.156680 -0.946434 -0.108628 0.7645 3.0446 -2.7206 0.11
C -1.600137 0.840460 0.372751 -0.9803 1.1161 1.6250 0.00
C 0.787839 0.646721 -0.383530 -0.5612 -1.3737 0.8797 0.10
C -0.792591 -0.228047 0.869251 2.3270 -4.4955 2.9892 0.01
C -0.153582 1.106128 0.724647 0.0404 1.2450 -0.1585 0.01
C 0.803432 1.153842 -1.782952 2.8134 0.2673 0.4973 0.01
C -1.091510 -0.923770 2.247613 -3.2667 1.2674 -1.0845 0.00
C 0.406600 2.067129 1.747782 -3.7122 -2.1362 2.3123 0.00
N -0.641159 -1.374196 -1.375448 2.4507 -0.1617 3.1775 0.18
H 2.296319 -2.702793 -1.903402 0.4209 -0.5490 -1.1295 0.00
H 0.003601 -2.465347 -3.188798 0.2295 0.4597 1.6902 0.01
H -1.901350 0.923650 -0.612931 -0.7711 0.1675 -1.8667 0.00
H -2.395095 0.961155 1.157119 0.8008 0.7614 -1.0032 0.00
H 1.796158 0.723429 0.052004 -0.2041 -0.4084 -0.2007 0.01
H 0.966598 2.217157 -1.845196 -0.0624 0.5687 0.0806 0.00
H 0.010400 0.890526 -2.357825 -2.9082 -0.5685 -1.3745 0.00
H 1.633810 0.696916 -2.353931 -0.0141 0.1357 0.4963 0.00
H -2.259567 -1.015297 2.575568 2.6558 0.2623 -1.1113 0.00
H -0.650457 -0.258974 2.948301 0.5234 0.0857 1.1676 0.00
H -0.680555 -1.898959 2.244222 0.5413 -0.8515 0.2644 0.00
H -0.440643 2.246736 2.539692 1.3814 0.8415 -1.7171 0.00
H 0.933788 2.840907 1.306994 0.3112 2.1180 -0.6964 0.00
H 1.087397 1.598146 2.409480 1.2100 -0.9916 0.3526 0.00
H -1.587776 -1.038424 -1.439088 0.1797 -0.5550 -0.4763 0.01

M values (in g/mol) by entry order: 161.2; 161.2; 161.2; 161.2.
Total energy values (in a.u.) by entry order: -482.89328; -482.87590; -482.87451; -482.57867.